# 1
{"formula": "C3H2O3", "method": "ωB97M-V with the def2-TZVPD basis set", "e_tot_ha": -341.1787, "lumo_ev": -1.20, "e_above_lowest_kj_mol": 152.59, "smiles": "O=CC(=O)C=O", "species": ["O", "C", "C", "O", "C", "O", "H", "H"], "xyz": [[1.27376, 1.67581, 0.43754], [1.17984, 0.48601, 0.28274], [0.05314, -0.09322, -0.57694], [0.17133, -0.27164, -1.76437], [-1.24522, -0.43521, 0.14864], [-1.32160, -0.35919, 1.34852], [1.90309, -0.23435, 0.71212], [-2.06867, -0.77567, -0.50727]]}



# 2
{"formula": "C13H26O5", "method": "ωB97M-V with the def2-TZVPD basis set", "e_tot_ha": -887.0131, "lumo_ev": 0.76, "e_above_lowest_kj_mol": 0.00, "smiles": "CCOCCOC=O.C1CCOC1.C1CCOC1", "species": ["C", "C", "O", "C", "C", "O", "C", "O", "H", "H", "H", "H", "H", "H", "H", "H", "H", "H", "C", "C", "C", "O", "C", "H", "H", "H", "H", "H", "H", "H", "H", "C", "C", "C", "O", "C", "H", "H", "H", "H", "H", "H", "H", "H"], "xyz": [[0.30878, -0.75243, 3.66583], [-0.98860, -1.51682, 3.09100], [-0.73689, -2.37247, 1.95665], [-0.08685, -3.60448, 2.32542], [1.47443, -3.56691, 1.89679], [2.30824, -4.51565, 2.63567], [2.50722, -3.97517, 3.93527], [3.64533, -3.84973, 4.44910], [1.25294, -1.38941, 3.70405], [0.02754, -0.40484, 4.73060], [0.43980, 0.20923, 3.05630], [-1.71226, -0.69276, 2.73181], [-1.50005, -2.02579, 3.97566], [-0.24807, -3.89975, 3.42508], [-0.55004, -4.46722, 1.71133], [1.49519, -3.84127, 0.77627], [1.95128, -2.53432, 2.00164], [1.61450, -3.65549, 4.59058], [2.23073, 0.49075, -1.72156], [1.21260, 1.48466, -1.20916], [0.53178, 0.69913, -0.10622], [1.51140, -0.20294, 0.42671], [2.64867, -0.21696, -0.44756], [3.06876, 0.95129, -2.24748], [1.74732, -0.21841, -2.40196], [1.72481, 2.35517, -0.78623], [0.51767, 1.83606, -1.97416], [-0.29741, 0.09973, -0.49805], [0.15065, 1.34109, 0.69211], [3.46329, 0.31688, 0.05395], [2.96446, -1.24799, -0.62378], [-3.03129, 3.43983, -4.19622], [-3.37940, 2.45618, -3.10174], [-2.00924, 2.02623, -2.61665], [-1.12840, 3.14197, -2.81525], [-1.79601, 4.11375, -3.63304], [-3.83298, 4.14374, -4.42576], [-2.77670, 2.89936, -5.11389], [-3.91596, 2.97044, -2.29770], [-3.99306, 1.61997, -3.44089], [-1.62432, 1.18660, -3.20578], [-2.00870, 1.74087, -1.56195], [-2.06379, 4.96198, -2.99384], [-1.11738, 4.46589, -4.41296]]}



# 3
{"formula": "C28H17F12N4OW", "method": "ωB97M-V with the def2-TZVPD basis set", "e_tot_ha": -2636.5374, "lumo_ev": [2.43, 2.43], "e_above_lowest_kj_mol": 1260.06, "total_charge": -1, "species": ["W", "C", "N", "C", "C", "N", "C", "C", "F", "C", "F", "C", "F", "C", "F", "C", "F", "C", "C", "N", "C", "C", "F", "C", "F", "C", "F", "C", "F", "C", "F", "H", "H", "H", "H", "H", "H", "H", "H", "H", "H", "H", "F", "C", "C", "C", "C", "C", "F", "C", "C", "C", "C", "C", "C", "N", "H", "H", "H", "H", "H", "H", "O"], "xyz": [[0.11855, -0.00304, -0.05837], [-1.10656, -2.90109, -0.49036], [-1.06676, -1.68892, 0.30970], [-0.58908, -1.83759, 1.72602], [1.10159, -1.76162, 1.81975], [1.61720, -0.45952, 1.34313], [2.83164, -0.05090, 1.75641], [3.88928, -0.88292, 2.17335], [3.74534, -2.22919, 2.18944], [5.11715, -0.38876, 2.57423], [6.07972, -1.23559, 2.97501], [5.36503, 0.96626, 2.56746], [6.55975, 1.44737, 2.96404], [4.36024, 1.82534, 2.15336], [4.58514, 3.14655, 2.15435], [3.13595, 1.33124, 1.76129], [2.20227, 2.22075, 1.40586], [-2.29091, -0.80414, 0.16900], [-2.42973, -0.08562, -1.24981], [-1.27919, 0.72778, -1.65609], [-1.34267, 1.50383, -2.76686], [-0.09191, 2.22399, -3.28069], [1.14885, 2.06824, -2.78789], [-0.13599, 3.04092, -4.37524], [0.97828, 3.64566, -4.80749], [-1.33128, 3.26270, -5.06742], [-1.35210, 4.08120, -6.14291], [-2.46501, 2.63224, -4.65116], [-3.61303, 2.83729, -5.31941], [-2.47289, 1.77696, -3.54928], [-3.67989, 1.22174, -3.25487], [-1.90056, -3.57613, -0.15095], [-0.15397, -3.42450, -0.42181], [-1.26876, -2.67112, -1.54467], [-0.98550, -2.77969, 2.16871], [-1.05259, -0.99966, 2.34541], [1.51965, -2.61029, 1.26142], [1.35700, -1.92494, 2.86650], [-2.27090, -0.01611, 0.92150], [-3.19536, -1.38807, 0.35646], [-3.33106, 0.52826, -1.16391], [-2.62723, -0.84638, -2.01551], [-0.72008, -0.90424, 5.66678], [-0.75375, -0.06687, 4.60935], [-0.42584, -0.49689, 3.36537], [-0.43775, 0.42622, 2.18136], [-0.80384, 1.74441, 2.36827], [-1.16805, 2.11058, 3.70703], [-1.55626, 3.38411, 3.99116], [-1.15272, 1.26828, 4.78721], [-0.78927, 2.68182, 1.21082], [-1.13601, 4.03444, 1.33526], [-1.11971, 4.86278, 0.22931], [-0.77658, 4.32168, -0.99789], [-0.43554, 2.99446, -1.01684], [-0.41732, 2.17578, 0.01945], [-0.04561, -1.66429, 3.25921], [-1.43657, 1.64051, 5.76251], [-1.42581, 4.44551, 2.28373], [-1.39788, 5.90526, 0.32201], [-0.78563, 4.90199, -1.91099], [-0.20942, 2.46466, -1.87318], [1.42170, 0.50617, -1.04330]]}



# 4
{"formula": "C4H4NS", "method": "ωB97M-V with the def2-TZVPD basis set", "e_tot_ha": -607.2720, "lumo_ev": -6.64, "e_above_lowest_kj_mol": 455.66, "total_charge": 1, "species": ["C", "C", "C", "C", "N", "S", "H", "H", "H", "H"], "xyz": [[-0.01940, -0.76868, -0.04271], [-1.20392, -1.04925, 0.43338], [-1.32617, 1.53653, 1.12046], [1.59595, 0.88698, -0.65985], [0.59252, 0.48767, 0.02285], [-2.15114, 0.19607, 1.45749], [0.32960, -1.65167, -0.64885], [-1.87564, -1.91131, 0.36305], [2.24416, 0.40368, -1.43041], [1.81403, 1.86998, -0.61542]]}